No. 1
The molecule C16H19BO4. Source: the Open Molecules 2025 dataset; level of theory: wB97M-V/def2-TZVPD.

Last column: Mulliken charge in e.
Geometry (Å):
1 O 3.4898 5.0376 -0.4757  -0.49
2 O 3.0212 4.2698 -2.7177  -0.69
3 O 1.6473 0.3761 1.9757  -0.45
4 O -3.0139 -2.9095 -0.6348  -0.36
5 B 2.7293 4.3285 -1.3650  0.56
6 C -0.5971 2.6376 -1.0497  -0.88
7 C 1.5286 -1.8804 1.0244  -0.64
8 C -0.4988 -0.8763 1.7949  0.10
9 C 0.3597 3.3509 -1.6596  -0.75
10 C -0.5035 2.1360 0.3053  -0.77
11 C 1.6593 2.9963 0.3319  -0.36
12 C 0.8625 -3.1083 0.8883  -0.74
13 C -1.1634 -2.0571 1.4712  -0.69
14 C 0.8979 -0.7824 1.6668  0.63
15 C 1.5136 3.5610 -0.8882  0.58
16 C 0.6624 2.2932 0.9658  0.64
17 C -0.5305 -3.1931 0.9922  0.64
18 C -2.8313 -1.8621 -1.5170  -0.75
19 C 0.8703 1.4976 2.2211  -1.33
20 C -2.0828 -3.9849 -0.7733  -0.43
21 C -1.3074 -4.3449 0.5171  -1.03
22 H 4.1730 5.2425 -1.1395  0.32
23 H 2.4385 3.8911 -3.4295  0.33
24 H -1.4478 2.2827 -1.6039  0.38
25 H 2.5045 -1.6537 0.6249  0.42
26 H -1.0252 0.0963 1.9074  0.06
27 H 0.2617 3.7245 -2.6396  0.46
28 H -1.3001 1.8250 0.9293  0.67
29 H 2.5602 3.2518 0.8259  0.52
30 H 1.3505 -4.0486 0.6404  0.32
31 H -2.2537 -2.0836 1.3681  0.39
32 H -3.7983 -1.2957 -1.5007  0.20
33 H -1.8854 -1.3379 -1.2375  0.31
34 H -2.6475 -2.2610 -2.4798  0.41
35 H -0.0436 1.2460 2.7675  0.58
36 H 1.3718 2.1045 2.9972  0.47
37 H -1.4514 -3.7272 -1.6819  0.40
38 H -2.6920 -4.8901 -1.0562  0.25
39 H -0.7402 -5.2641 0.3467  0.42
40 H -2.0883 -4.5879 1.2880  0.30

Gap between HOMO and LUMO = 8.80 eV
HOMO = -0.3077 Ha
Molecular weight = 286.14 g mol⁻¹
E_LUMO = 0.4 eV
SMILES = COCCc1ccc(OCc2cccc(B(O)O)c2)cc1
Relative energy (zero: lowest compared OMol25 entry of this formula, charge and spin) = 1.9864 eV
Charge = 0

=====

No. 2
A structure of composition C16H19BiNO2Te4. Source: the Open Molecules 2025 dataset; level of theory: wB97M-V/def2-TZVPD.

Last column: Mulliken charge in e.
Geometry (Å):
1 Bi -0.5036 -0.7660 -3.5402  0.84
2 O 2.0814 0.9016 -2.8958  -0.51
3 C 1.7178 2.2313 -3.2805  -0.76
4 C 0.4313 2.7846 -2.7159  0.78
5 C 0.3230 4.1232 -2.3904  -0.79
6 C -0.7895 4.5333 -1.7388  -0.35
7 C -1.7024 3.5981 -1.3304  -0.68
8 C -1.5782 2.2855 -1.7361  -0.48
9 N -0.5039 1.9176 -2.4800  0.29
10 H 1.8794 0.7119 -1.9544  0.27
11 H 1.7301 2.1485 -4.3809  0.27
12 H 2.5526 2.8544 -3.0229  0.38
13 H 1.1046 4.8430 -2.6387  0.43
14 H -0.9739 5.6146 -1.5499  0.37
15 H -2.5053 3.8227 -0.6201  0.40
16 H -2.2748 1.5331 -1.4115  0.39
17 Te -3.2191 -0.5004 -3.2686  -0.12
18 Te -3.8452 -2.7954 -1.9730  -0.05
19 Te -2.7167 -4.4284 -3.7656  0.11
20 Te -0.1724 -3.6726 -3.2503  -0.23
21 C 1.2025 -1.5432 5.2501  -1.54
22 C 0.8580 -1.4103 3.7598  0.35
23 C 1.1343 -0.2773 3.0116  -0.97
24 C 0.7139 -0.1472 1.6800  0.74
25 C 1.0290 1.1275 0.9960  -0.98
26 C 0.1306 -1.2989 1.0664  0.79
27 C -0.3024 -1.3245 -0.3215  0.08
28 O -0.1289 -0.5609 -1.2459  -0.26
29 C -0.0828 -2.4948 1.8011  0.57
30 C -0.8004 -3.7064 1.2829  -1.77
31 C 0.2866 -2.4840 3.0846  -0.49
32 H 0.3160 -1.5709 5.8036  0.36
33 H 1.8775 -0.7272 5.5440  0.36
34 H 1.6683 -2.4714 5.4830  0.42
35 H 1.6324 0.5796 3.4888  0.30
36 H 1.3018 1.8973 1.7640  0.39
37 H 0.0955 1.4206 0.4647  0.09
38 H 1.8312 1.0710 0.3072  0.28
39 H -0.8475 -2.2119 -0.4995  0.24
40 H -1.8193 -3.5120 1.0219  0.34
41 H -0.8441 -4.5028 2.0621  0.33
42 H -0.4800 -4.2152 0.4424  0.44
43 H 0.1927 -3.3776 3.6966  0.35

Gap between HOMO and LUMO = 6.56 eV
HOMO = -0.3865 Ha
Molecular weight = 976.71 g mol⁻¹
E_LUMO = -4.0 eV
Relative energy (zero: lowest compared OMol25 entry of this formula, charge and spin) = 0.9609 eV
Charge = +1

=====

No. 3
The ion C16H19BrCl2F13N2O2 with charge +1. Source: the Open Molecules 2025 dataset; level of theory: wB97M-V/def2-TZVPD.

Last column: Mulliken charge in e.
Geometry (Å):
1 C 3.2399 3.6527 0.0556  -1.33
2 C 3.1413 2.9185 1.3730  0.03
3 Cl 4.7392 2.4053 1.9824  -0.15
4 C 2.1428 1.7640 1.4669  -0.26
5 Cl 0.4833 2.4088 1.5991  -0.07
6 C 2.2662 0.6777 0.3704  0.33
7 C 1.3156 0.9840 -0.8049  0.13
8 C 1.5895 0.3905 -2.1899  -1.54
9 N 0.8506 -0.8656 -2.4512  -0.44
10 O 3.5895 0.6276 -0.1103  -0.22
11 C 3.9987 -0.6832 -0.4417  -0.18
12 O 5.1917 -1.0774 0.1054  -0.53
13 C 2.8320 -1.6049 -0.0297  -0.58
14 N 2.1051 -0.7066 0.9427  -0.15
15 Br 3.1859 -0.8884 2.5768  0.20
16 C 0.7007 -1.0809 1.3726  -0.53
17 C -0.0249 -1.9906 0.3890  -1.00
18 C -1.4222 -2.3308 0.9192  1.09
19 F -1.4937 -2.1998 2.2657  -0.34
20 F -1.7059 -3.6102 0.6015  -0.32
21 C -2.4827 -1.4062 0.2660  0.34
22 F -2.0052 -0.1297 0.2949  -0.37
23 F -2.6050 -1.7948 -1.0247  -0.32
24 C -3.8654 -1.4141 0.9783  0.61
25 F -4.1263 -2.6678 1.3966  -0.30
26 F -3.7783 -0.6157 2.0641  -0.27
27 C -5.0745 -0.9722 0.1106  0.54
28 F -5.2821 -1.8789 -0.8714  -0.27
29 F -6.1502 -0.9884 0.9398  -0.29
30 C -4.9879 0.4409 -0.5018  0.73
31 F -4.6016 1.3319 0.4363  -0.28
32 F -4.0690 0.4446 -1.4977  -0.28
33 C -6.3301 0.9564 -1.1095  0.55
34 F -6.0447 2.1190 -1.7399  -0.24
35 F -7.2343 1.2015 -0.1531  -0.22
36 F -6.8126 0.0844 -2.0090  -0.22
37 H 3.9147 4.4895 0.1832  0.48
38 H 2.2646 4.0639 -0.1884  0.32
39 H 3.5953 3.0393 -0.7611  0.23
40 H 2.8005 3.6370 2.1074  0.54
41 H 2.3018 1.3252 2.4416  0.42
42 H 1.2582 2.0540 -0.9274  0.91
43 H 0.3231 0.6465 -0.5215  -0.15
44 H 2.6400 0.2955 -2.4335  0.13
45 H 1.2043 1.1223 -2.8909  0.58
46 H 1.4947 -1.6041 -2.7011  0.27
47 H 0.2902 -0.7500 -3.2822  0.27
48 H 4.0854 -0.7532 -1.5290  0.45
49 H 5.8913 -0.5339 -0.2626  0.42
50 H 2.2332 -1.9823 -0.8387  0.28
51 H 3.2570 -2.4162 0.5415  0.43
52 H 0.1148 -0.1829 1.5235  0.22
53 H 0.7270 -1.5720 2.3293  0.55
54 H -0.1662 -1.4633 -0.5486  0.15
55 H 0.4948 -2.9169 0.1864  0.63

Gap between HOMO and LUMO = 8.32 eV
HOMO = -0.4953 Ha
Molecular weight = 669.12 g mol⁻¹
E_LUMO = -5.2 eV
SMILES = C[C@H](Cl)[C@@H](Cl)[C@@]1(CCN)O[C@@H](O)C[N@+]1(Br)CCC(F)(F)C(F)(F)C(F)(F)C(F)(F)C(F)(F)C(F)(F)F
Charge = +1

=====

No. 4
A cluster of 2 separate species, C16H19Cl3F2NO7 in total. Source: the Open Molecules 2025 dataset; level of theory: wB97M-V/def2-TZVPD.

Last column: Mulliken charge in e.
Geometry (Å):
1 C -1.2354 -2.1049 1.0540  -0.66
2 C -0.8141 -1.0821 -0.1434  0.45
3 Cl -0.4657 -1.7249 -1.8247  -0.16
4 C -0.7706 0.3211 0.1696  -1.01
5 Cl -1.1869 0.8071 1.9224  -0.14
6 C -0.3997 1.4742 -0.9300  2.01
7 C -1.7785 1.6549 -1.7304  -0.72
8 C -2.5516 3.0373 -1.5706  0.11
9 O -3.7244 3.2082 -1.1374  -0.53
10 O 0.5226 1.0542 -2.0134  -0.30
11 C 0.9545 2.1789 -2.7297  0.49
12 O 1.0181 2.3595 -3.9617  -0.58
13 O 1.2844 3.0721 -1.6391  -0.43
14 C 0.5169 2.6800 -0.4407  -0.32
15 C 1.7233 2.2839 0.5730  -0.88
16 C 3.0622 1.7517 -0.1496  -0.74
17 C 4.1811 2.9231 -0.3721  -0.42
18 Cl 4.4516 3.3213 -2.1573  -0.22
19 N -0.0281 3.9914 0.0058  0.49
20 C -0.5615 4.0099 1.3735  0.42
21 O -1.8059 3.8644 1.5180  -0.42
22 F 0.1870 4.2207 2.5657  -0.24
23 C 0.8266 5.1389 -0.3143  0.68
24 O 1.7797 5.5834 0.3508  -0.46
25 F 0.4891 5.8767 -1.5099  -0.27
26 H -2.3587 -1.9616 1.2969  0.26
27 H -0.9612 -3.1817 0.7828  0.11
28 H -0.6768 -1.8333 2.0339  0.27
29 H -2.4994 0.8273 -1.3622  0.37
30 H -1.6759 1.4569 -2.8705  0.43
31 H -2.0023 3.9972 -1.9365  0.28
32 H 2.0585 3.1743 1.2387  0.42
33 H 1.4233 1.4576 1.3319  0.31
34 H 2.8928 1.1370 -1.0962  0.35
35 H 3.5616 1.0261 0.6089  0.39
36 H 3.9020 3.8702 0.2377  0.23
37 H 5.2033 2.5894 0.0346  0.36
38 C -0.5183 -6.3891 0.1923  -1.36
39 C -1.0358 -6.2137 1.6333  0.54
40 C -2.3105 -7.0597 1.8162  -1.39
41 O -1.3620 -4.9271 1.8049  -0.83
42 H -1.2541 -6.0714 -0.5558  0.25
43 H 0.4008 -5.8157 0.0259  0.27
44 H -0.2851 -7.4446 -0.0072  0.47
45 H -0.2707 -6.6746 2.2873  0.12
46 H -3.1083 -6.7653 1.1244  0.30
47 H -2.7013 -6.9768 2.8363  0.31
48 H -2.0963 -8.1224 1.6339  0.37

Gap between HOMO and LUMO = 4.22 eV
HOMO = -0.1113 Ha
Molecular weight = 481.68 g mol⁻¹
E_LUMO = 1.2 eV
Charge = -1

=====

No. 5
The molecule C16H19ClN4O2S. Source: the Open Molecules 2025 dataset; level of theory: wB97M-V/def2-TZVPD.

Last column: Mulliken charge in e.
Geometry (Å):
1 C 1.0363 -3.9551 2.1190  -1.67
2 H 0.6266 -4.3900 3.0269  0.42
3 H 1.3708 -4.7642 1.4725  0.36
4 H 1.9000 -3.3520 2.3899  0.37
5 C -0.0222 -3.1099 1.4155  1.37
6 C -1.2478 -3.9537 1.0804  -1.60
7 H -0.9799 -4.7701 0.4119  0.35
8 H -2.0060 -3.3399 0.6035  0.38
9 H -1.6704 -4.3782 1.9873  0.42
10 H -0.3321 -2.2971 2.0774  -0.24
11 C 0.5744 -2.4876 0.1472  -0.99
12 C -0.2643 -1.4069 -0.4144  0.45
13 N -1.3800 -0.9898 0.0485  0.12
14 N -1.9123 0.0313 -0.6013  -0.91
15 C -1.2007 0.4406 -1.6014  0.36
16 N -1.6371 1.5080 -2.3422  0.04
17 C -1.0267 2.4525 -3.1370  0.30
18 O -1.6629 3.4364 -3.4412  -0.63
19 C 0.4005 2.2473 -3.5838  -0.37
20 H 0.6958 1.1998 -3.5577  0.32
21 H 0.4532 2.6026 -4.6149  0.39
22 C 1.3693 3.0940 -2.7341  -0.81
23 C 1.5943 2.4285 -1.3847  0.44
24 O 2.5462 1.7131 -1.1718  -0.61
25 N 0.5963 2.6781 -0.4879  -0.04
26 C 0.3323 2.0058 0.7129  0.10
27 C -0.8987 2.2271 1.3275  -0.30
28 C -1.2498 1.5335 2.4674  -0.78
29 C -0.3638 0.6127 3.0034  0.40
30 C 0.8727 0.4005 2.4172  -0.58
31 C 1.2227 1.0954 1.2751  -0.48
32 H 2.1790 0.9268 0.8090  0.50
33 H 1.5596 -0.3099 2.8491  0.43
34 Cl -0.8061 -0.2809 4.4132  -0.22
35 H -2.2106 1.6949 2.9286  0.41
36 H -1.5935 2.9346 0.8983  0.37
37 H -0.1244 3.3301 -0.7683  0.27
38 H 2.3324 3.1405 -3.2426  0.40
39 H 0.9737 4.1047 -2.6236  0.42
40 H -2.5893 1.7654 -2.0909  0.28
41 S 0.2619 -0.4963 -1.8383  -0.36
42 H 1.5584 -2.0622 0.3680  0.43
43 H 0.7223 -3.2605 -0.6137  0.50

Gap between HOMO and LUMO = 9.02 eV
HOMO = -0.3155 Ha
Molecular weight = 366.87 g mol⁻¹
E_LUMO = 0.4 eV
SMILES = CC(C)Cc1nnc(NC(=O)CCC(=O)Nc2ccc(Cl)cc2)s1
Relative energy (zero: lowest compared OMol25 entry of this formula, charge and spin) = 0.0705 eV
Charge = 0

=====

No. 6
The molecule C16H19FN2O4S2. Source: the Open Molecules 2025 dataset; level of theory: wB97M-V/def2-TZVPD.

Last column: Mulliken charge in e.
Geometry (Å):
1 C -6.9786 -0.5227 0.0128  -1.30
2 H -7.7564 -0.8872 -0.6536  0.39
3 H -6.4673 -1.3867 0.4326  0.32
4 C -6.0043 0.3638 -0.7555  -0.44
5 H -6.5567 1.1594 -1.2595  0.42
6 H -5.4873 -0.2290 -1.5100  0.25
7 C -4.9511 1.0143 0.1523  0.06
8 N -4.1372 0.0403 0.8646  -0.31
9 S -3.0354 -0.9197 0.0569  1.41
10 O -2.9402 -2.1220 0.8354  -0.78
11 O -3.3129 -1.0370 -1.3480  -0.67
12 C -1.5221 0.0053 0.2665  -0.32
13 C -1.0881 0.2790 1.5491  -0.62
14 C 0.0966 0.9640 1.7379  -1.12
15 C 0.8463 1.3806 0.6358  0.46
16 C 0.3870 1.1134 -0.6541  -0.32
17 C -0.7944 0.4192 -0.8324  -0.32
18 H -1.1681 0.1910 -1.8179  0.55
19 H 0.9581 1.4713 -1.4943  0.82
20 N 2.0418 2.0597 0.8121  -0.24
21 S 3.3757 1.8200 -0.1929  1.12
22 O 3.0766 2.2871 -1.5079  -0.65
23 O 4.4680 2.3940 0.5282  -0.69
24 C 3.5110 0.0354 -0.2028  0.05
25 C 3.0772 -0.6858 -1.2981  -0.03
26 C 3.1287 -2.0687 -1.2648  -0.68
27 C 3.6192 -2.6855 -0.1251  0.34
28 C 4.0662 -1.9679 0.9740  -0.65
29 C 4.0051 -0.5867 0.9284  -0.40
30 H 4.3552 0.0172 1.7503  0.43
31 H 4.4503 -2.4906 1.8352  0.44
32 F 3.6732 -4.0250 -0.0851  -0.32
33 H 2.7992 -2.6669 -2.0989  0.46
34 H 2.7209 -0.1587 -2.1676  0.48
35 H 2.3150 2.2359 1.7663  0.28
36 H 0.4488 1.1825 2.7354  0.34
37 H -1.6792 -0.0601 2.3841  0.43
38 H -4.6678 -0.5337 1.5012  0.36
39 C -4.0312 1.9308 -0.6463  -1.52
40 H -3.5653 1.3696 -1.4504  0.28
41 H -4.6035 2.7504 -1.0732  0.51
42 H -3.2547 2.3391 -0.0037  0.35
43 H -5.4608 1.6031 0.9281  0.48
44 H -7.4523 0.0324 0.8214  0.31

Gap between HOMO and LUMO = 9.47 eV
HOMO = -0.3357 Ha
Molecular weight = 386.47 g mol⁻¹
E_LUMO = 0.3 eV
SMILES = CC[C@H](C)NS(=O)(=O)c1ccc(NS(=O)(=O)c2ccc(F)cc2)cc1
Relative energy (zero: lowest compared OMol25 entry of this formula, charge and spin) = 0.1257 eV
Charge = 0

=====

Q: What is the formula in the fifth record?
A: C16H19ClN4O2S

=====

Q: Which value of gap between HOMO and LUMO does entry 1 give?
A: 8.80 eV

=====

Q: The highest molecular weight belongs to which entry?
A: C16H19BiNO2Te4